Below is a cluster of 2 separate species, C12H25BClN4O6 in total at a distorted geometry, with properties calculated with ωB97M-V with the def2-TZVPD basis set.

Its spin multiplicity is 1. The calculation puts the HOMO-LUMO gap at 7.7 eV. Its LUMO energy is -0.173 Eh. The total charge is +1.

Positions of all 49 atoms, in Å:
C -1.0596 -1.0621 -0.6863
C -0.1659 0.2841 -0.3542
C -0.8406 1.6792 -0.9058
Cl -1.9348 1.3416 -2.3635
N -1.4853 2.4657 0.2143
C -0.8154 3.4864 1.1078
C 0.7397 4.0680 1.1138
C 1.8821 2.8833 1.1800
C 2.6671 2.7735 -0.2618
O 4.0202 3.3912 -0.2149
C 4.1805 4.1500 -1.4994
N -1.8485 3.9826 2.1234
N -3.0513 3.3083 1.8127
N -2.7727 2.4864 0.7282
O -3.8170 1.7708 0.2758
B -4.7890 2.6516 -0.4594
O -6.1787 2.9179 0.0560
O -4.4708 3.3168 -1.7608
H -0.9022 -1.4156 -1.8055
H -0.6586 -1.9142 0.0470
H -2.2158 -0.9200 -0.4525
H 0.0230 0.2827 0.8239
H 0.8593 0.1594 -0.9412
H 0.0667 2.3388 -1.3139
H 0.9116 4.8306 0.2121
H 0.8574 4.7155 2.1032
H 2.6719 3.2219 2.0056
H 1.4504 1.8365 1.5571
H 2.6736 1.6748 -0.7000
H 2.0337 3.4291 -1.0325
H 3.9352 3.4036 -2.3964
H 3.4177 5.0662 -1.5625
H 5.2660 4.6245 -1.6011
H -6.8253 2.2450 -0.3605
H -4.6699 2.6804 -2.5341
O -1.3105 -4.0270 0.1301
C -0.4676 -4.9205 0.1946
O -0.1648 -5.4895 1.3811
C 0.6459 -6.6687 1.5372
C 2.1171 -6.3076 1.5927
C 0.3082 -5.3275 -1.0242
H 0.4212 -7.4072 0.7627
H 0.3522 -7.1223 2.4900
H 2.4513 -5.8384 0.6635
H 2.7259 -7.1986 1.7692
H 2.3041 -5.5872 2.3958
H 1.1602 -4.6553 -1.1503
H -0.3490 -5.2446 -1.8963
H 0.6513 -6.3602 -1.0008

---

Below is a cluster of 2 separate species, C3Br3F in total at a distorted geometry, with properties calculated with ωB97M-V with the def2-TZVPD basis set.

Its spin multiplicity is 1. For the relative energy (zero: lowest compared OMol25 entry of this formula, charge and spin), the calculation gives 50.0 kcal per mole. The calculation puts the HOMO-LUMO gap (alpha / beta) at 5.2 / 5.2 eV. Its LUMO energy (alpha / beta) is -0.102 / -0.102 Eh.

Positions of all 7 atoms, in Å:
C -0.8478 -0.2332 -0.3394
C 0.1448 0.8431 -0.3112
C 0.4752 -0.2809 0.3149
F 1.3592 -0.9230 0.9901
Br -1.5880 -1.3543 -1.5865
Br 0.7048 2.4901 -0.9940
Br -4.0271 0.8722 0.5607

---

Below is a structure of composition C42H101AgN9O13 at a distorted geometry, with properties calculated with ωB97M-V with the def2-TZVPD basis set.

Its spin multiplicity is 2. For the relative energy (zero: lowest compared OMol25 entry of this formula, charge and spin), the calculation gives 0.0 kcal per mole. The calculation puts the HOMO-LUMO gap (alpha / beta) at 7.2 / 5.1 eV. Its LUMO energy (alpha / beta) is -0.053 / -0.129 Eh.

Positions of all 166 atoms, in Å:
Ag 3.6919 -0.9319 15.3485
C 5.0676 -3.8460 18.5119
C 4.8667 -5.1842 18.8106
C 3.7733 -5.9519 17.8421
O 3.3908 -7.1091 18.0684
C 3.2330 -5.2076 16.6509
C 3.4296 -3.8860 16.6024
C 4.3643 -3.1663 17.5659
O 4.7312 -1.9484 17.3784
O 2.8938 -3.3349 15.5927
O 5.5246 -5.7668 19.7223
H 5.7760 -3.3684 19.1727
H 2.4884 -5.6600 16.0126
C 4.3920 -8.9799 20.6571
C 3.4860 -8.2155 21.5702
C 4.2221 -7.7381 22.8193
O 5.0057 -8.8062 23.3565
C 5.7694 -8.4001 24.5049
N 2.8400 -7.1149 20.8503
H 4.7752 -9.8869 21.1246
H 5.1680 -8.3152 20.2776
H 3.8779 -9.2146 19.7250
H 2.6678 -8.8816 21.8441
H 3.4852 -7.4149 23.5546
H 4.7899 -6.8478 22.5489
H 6.3410 -9.2867 24.7793
H 5.2039 -8.0978 25.3863
H 6.6062 -7.7366 24.2865
H 3.6937 -6.6559 20.5663
H 2.4351 -7.3565 19.9571
C 1.0226 1.9635 17.1625
C 2.1548 1.2386 16.4140
C 3.5118 1.5219 17.0828
O 4.5772 0.8954 16.4402
C 5.8188 1.0819 17.0833
N 1.8751 -0.1737 16.4258
H 1.1182 1.7954 18.2352
H 0.0803 1.4894 16.8879
H 0.9872 3.0286 16.9335
H 2.1082 1.5833 15.3810
H 3.4807 1.0928 18.0843
H 3.6023 2.6034 17.1839
H 5.7301 0.6525 18.0812
H 6.0148 2.1354 17.2825
H 6.6940 0.6951 16.5612
H 0.9534 -0.2940 16.0308
H 1.8544 -0.4398 17.3999
C 7.4829 0.8142 22.8659
C 7.8345 -0.6394 22.8169
C 8.9838 -1.0496 21.8280
O 8.6518 -0.6963 20.4643
C 7.5294 -1.3614 19.8526
N 8.1220 -1.1406 24.0973
H 7.5078 1.1782 21.8387
H 8.3187 1.2782 23.3896
H 6.5307 1.0105 23.3588
H 6.9290 -1.1423 22.4773
H 9.1573 -2.1241 21.8858
H 9.9226 -0.5613 22.0893
H 7.4692 -1.1744 18.7804
H 6.5245 -1.1149 20.1954
H 7.6027 -2.4273 20.0683
H 8.9478 -0.7435 24.5221
H 8.3828 -2.1144 24.0356
C 0.8634 -9.5754 16.7604
C 1.3478 -8.7822 15.5802
C 0.4346 -7.5318 15.3014
O -0.8582 -7.9626 14.8473
C -1.8343 -6.9501 14.6862
N 2.7947 -8.5096 15.7701
H 1.6532 -10.1579 17.2347
H 0.1295 -10.3282 16.4724
H 0.4931 -8.8621 17.4967
H 1.2378 -9.4251 14.7068
H 0.8209 -6.9733 14.4488
H 0.3864 -6.8204 16.1258
H -2.5486 -7.3961 13.9940
H -1.4577 -6.0181 14.2648
H -2.3220 -6.6800 15.6228
H 2.9913 -7.8464 15.0342
H 3.0289 -7.9330 16.5656
C 9.2617 -3.8650 15.8700
C 7.9704 -3.9158 16.6450
C 7.0051 -4.9137 15.9308
O 6.4536 -4.2739 14.7980
C 5.8514 -5.2672 13.9883
N 8.2532 -4.3816 17.9955
H 9.7434 -4.8259 15.6889
H 9.9702 -3.1998 16.3635
H 9.0292 -3.3958 14.9140
H 7.4396 -2.9644 16.6093
H 6.2072 -5.3293 16.5461
H 7.5916 -5.7929 15.6643
H 5.2217 -4.8611 13.1968
H 5.0743 -5.8204 14.5156
H 6.4961 -5.9963 13.4974
H 8.8699 -5.1745 17.8903
H 7.3788 -4.6944 18.3925
C 7.9498 -7.6123 21.7627
C 8.8004 -6.7167 20.8590
C 8.6815 -7.2616 19.4232
O 9.6071 -6.7521 18.4666
C 9.6714 -7.4589 17.2377
N 8.3348 -5.3488 21.0497
H 6.8679 -7.5295 21.6584
H 8.1134 -7.3711 22.8130
H 8.1635 -8.6610 21.5562
H 9.8717 -6.6879 21.0578
H 7.6559 -7.2129 19.0573
H 8.9762 -8.3110 19.4134
H 10.0862 -8.4608 17.3487
H 10.3100 -6.9226 16.5358
H 8.6800 -7.5521 16.7945
H 7.3348 -5.3409 20.9088
H 8.5840 -4.7627 20.2657
C 6.3592 -8.6932 16.1284
C 6.2681 -10.1282 16.6872
C 7.4816 -10.6439 17.5464
O 8.6526 -10.9589 16.7826
C 8.5681 -12.2305 16.1962
N 5.0224 -10.1253 17.4928
H 7.2070 -8.5288 15.4633
H 6.4834 -7.9514 16.9173
H 5.4952 -8.3258 15.5745
H 6.2118 -10.8423 15.8656
H 7.1402 -11.4633 18.1789
H 7.6841 -9.8632 18.2796
H 7.9587 -12.2488 15.2927
H 8.3473 -13.0977 16.8185
H 9.5274 -12.5041 15.7569
H 4.9600 -9.2667 18.0211
H 4.2188 -9.9550 16.9052
C 0.2874 -4.4099 10.9958
C 0.9604 -5.1728 12.1352
C 1.6282 -6.4961 11.7916
O 0.6810 -7.5173 11.5033
C 1.2097 -8.8242 11.1422
N 1.9257 -4.3140 12.7524
H -0.1816 -3.4342 11.1229
H -0.4312 -5.1088 10.5677
H 1.0590 -4.1871 10.2588
H 0.1745 -5.3905 12.8584
H 2.1981 -6.8575 12.6475
H 2.3860 -6.4492 11.0094
H 1.6526 -9.3294 12.0005
H 2.0921 -8.6858 10.5174
H 0.4025 -9.4710 10.7983
H 1.5090 -3.3952 12.8006
H 2.1369 -4.4870 13.7248
C -0.0755 -0.8379 19.6707
C 1.1879 -1.8218 19.6637
C 0.9354 -3.1224 18.8668
O -0.1637 -3.8950 19.3833
C -0.2223 -5.1614 18.7442
N 2.3225 -1.0286 19.2684
H -0.8899 -1.3774 20.1542
H -0.4684 -0.8058 18.6544
H 0.1625 0.0947 20.1822
H 1.4056 -2.1667 20.6745
H 1.8876 -3.6501 18.8129
H 0.6842 -2.9337 17.8231
H -0.9558 -5.7580 19.2866
H 0.7763 -5.5912 18.8236
H -0.5875 -4.9618 17.7368
H 3.0897 -1.6544 19.4680
H 2.5521 -0.3280 19.9587

---

Below is a cluster of 17 separate species, H33O17 in total at a distorted geometry, with properties calculated with ωB97M-V with the def2-TZVPD basis set.

Its spin multiplicity is 1. For the relative energy (zero: lowest compared OMol25 entry of this formula, charge and spin), the calculation gives 67.2 kcal per mole. The calculation puts the HOMO-LUMO gap at 8.3 eV. Its LUMO energy is 0.067 Eh. The total charge is -1.

Positions of all 50 atoms, in Å:
O 0.8847 -2.9286 -0.1547
H 1.4925 -2.1397 -0.3278
H 1.3754 -3.7433 -0.4077
O 1.3689 -2.6317 2.4736
H 0.8045 -2.9518 1.7369
H 2.2947 -2.5570 2.2902
O -3.6939 -0.8974 3.2471
H -3.9337 -0.0588 3.6433
H -3.6913 -0.7228 2.2780
O -2.1494 3.0234 -2.7652
H -2.1739 3.8129 -3.2748
H -1.2350 2.9987 -2.3160
O 3.0859 1.6716 1.2719
H 3.8521 1.8761 0.7377
O -1.3728 -1.4354 1.0569
H 0.3308 1.3453 3.4958
H -1.2904 -2.3375 0.7120
O -2.9832 1.2268 1.8673
H -2.7556 1.2543 0.8880
H -2.0513 0.8502 2.1408
O 0.9504 3.9884 -0.0246
H 1.8349 4.3029 0.0582
H 2.4234 2.3540 0.9739
O 0.2734 2.4354 -1.8052
H 0.4350 2.0208 -0.9746
H 0.7569 1.2609 -2.9186
O -1.4174 4.0907 2.0466
H -0.5718 3.6784 2.2477
H -1.3306 4.4800 1.1694
O -2.0956 -2.0700 -1.8838
H -1.7389 -2.2812 -1.0633
H -2.2365 -1.1630 -2.2168
O 3.6361 -1.0061 -4.4733
H 2.9856 -1.0304 -5.1759
H 3.1558 -0.2781 -3.9732
O 0.8652 0.3275 -3.1772
H 0.5516 -0.3420 -2.5876
H -1.3284 -1.4616 2.0099
O -1.9099 0.1339 -3.2637
H -1.0389 0.4922 -3.4428
H -2.4184 0.9970 -3.2239
O -0.4114 0.7468 3.3336
H -0.0714 0.5139 2.4244
H 0.9046 3.3625 -0.8409
O 0.3036 -2.8672 4.8265
H 0.9853 -2.3328 5.1926
H 0.5877 -2.8722 3.8943
O 2.3804 -4.6711 -1.6853
H 2.2269 -4.3103 -2.5806
H 3.1538 -4.1544 -1.4590

---

Below is a cluster of 2 separate species, C4H7NS in total at a distorted geometry, with properties calculated with ωB97M-V with the def2-TZVPD basis set.

Its spin multiplicity is 1. For the relative energy (zero: lowest compared OMol25 entry of this formula, charge and spin), the calculation gives 69.9 kcal per mole. The SMILES is C=C=N.CC=S. The calculation puts the HOMO-LUMO gap at 8.7 eV. Its LUMO energy is 0.004 Eh.

Positions of all 13 atoms, in Å:
C 0.6467 1.3643 1.4048
C 1.0032 1.0613 0.2005
N 1.4750 0.4348 -0.7453
H 1.4608 1.7283 1.9917
H -0.3323 1.3516 2.0041
H 1.8175 0.9195 -1.5660
C -0.5374 -1.5461 -0.2557
C -1.1337 -0.3092 -0.7740
S -2.3338 0.5090 -0.0516
H -1.0051 -1.7332 0.6792
H 0.5702 -1.4512 -0.2190
H -0.7520 -2.3522 -0.8807
H -0.8790 0.0230 -1.7880

---

Below is a structure of composition C10H12FeI2O6PmS at a distorted geometry, with properties calculated with ωB97M-V with the def2-TZVPD basis set.

Its spin multiplicity is 10. For the relative energy (zero: lowest compared OMol25 entry of this formula, charge and spin), the calculation gives 15.6 kcal per mole. The calculation puts the HOMO-LUMO gap (alpha / beta) at 6.9 / 5.5 eV. Its LUMO energy (alpha / beta) is -0.575 / -0.648 Eh. The total charge is +4.

Positions of all 33 atoms, in Å:
I 1.8873 3.5109 -0.0912
I -0.5032 4.6262 -0.2580
Pm -1.5493 -0.2120 0.4501
Fe 0.9220 0.2751 -0.8400
S -0.7712 1.1553 -1.7965
C 1.7783 -0.8655 -1.8819
C 0.9965 -0.7670 0.8277
C -1.2490 0.2357 -3.4927
C -2.4874 1.0073 -3.9335
C -1.5210 -1.2339 -3.2200
C -0.1377 0.4253 -4.5204
C -1.2518 -2.0657 2.3405
C -2.0823 -2.7242 -0.0707
O 1.3658 -1.9224 1.1125
O 2.0186 -1.6272 -2.7494
O -0.8801 -2.7182 3.2084
O -2.2277 -3.8579 -0.2238
H -2.9206 0.5584 -4.8400
H -2.2243 2.0516 -4.1479
H -3.2487 1.0352 -3.1455
H -1.8717 -1.7197 -4.1443
H -2.2973 -1.3792 -2.4567
H -0.6149 -1.7680 -2.9070
H -0.4471 0.0052 -5.4917
H 0.7976 -0.0789 -4.2548
H 0.0852 1.4880 -4.6739
C 1.5122 1.0953 3.9718
O 1.7878 0.5235 2.6788
C 0.7667 0.3461 1.8989
O -0.4267 0.6751 2.2167
H 2.4754 1.0302 4.4678
H 0.7741 0.4954 4.5176
H 1.2082 2.1485 3.8774